{
  "formula": "C24H26HgN4Si",
  "method": "ωB97M-V/def2-TZVPD",
  "species": ["C", "C", "C", "H", "C", "C", "H", "H", "H", "H", "Hg", "C", "H", "H", "H", "Si", "C", "C", "H", "C", "H", "C", "H", "C", "H", "C", "H", "C", "C", "H", "C", "H", "C", "H", "C", "H", "C", "H", "H", "H", "N", "C", "C", "N", "C", "C", "N", "C", "C", "N", "H", "H", "H", "H", "H", "H"],
  "positions_angstrom": [[1.1984, 2.6109, 1.6163], [0.2604, 2.7327, 0.5670], [-1.0321, 2.5504, 1.1100], [0.4758, 2.9262, -0.4693], [-0.8906, 2.3187, 2.4985], [0.4857, 2.3547, 2.8145], [0.9172, 2.2152, 3.7918], [2.2686, 2.6937, 1.5227], [-1.9505, 2.5617, 0.5488], [-1.6930, 2.1400, 3.1951], [0.1269, 0.6112, 1.3875], [-1.3675, -3.2048, -4.0523], [-2.0646, -3.2101, -3.2191], [-1.6507, -2.4276, -4.7563], [-0.3641, -3.0113, -3.6837], [0.0454, -0.2721, -0.9670], [1.7123, -0.2873, -1.8814], [2.5059, 0.8626, -1.9346], [2.1536, 1.7703, -1.4600], [3.7442, 0.8653, -2.5609], [4.3349, 1.7728, -2.5906], [4.2311, -0.2988, -3.1410], [5.2005, -0.3043, -3.6230], [3.4624, -1.4539, -3.1011], [3.8314, -2.3647, -3.5565], [2.2176, -1.4413, -2.4856], [1.6259, -2.3490, -2.4713], [-1.1078, 0.7935, -2.0432], [-0.7062, 1.3176, -3.2743], [0.2577, 1.0404, -3.6827], [-1.5208, 2.1813, -3.9962], [-1.1818, 2.5697, -4.9488], [-2.7690, 2.5373, -3.5074], [-3.4061, 3.2088, -4.0689], [-3.1916, 2.0260, -2.2865], [-4.1660, 2.2936, -1.8957], [-2.3675, 1.1737, -1.5680], [-2.7112, 0.7995, -0.6110], [-0.4483, -1.6844, -1.2112], [-1.3906, -4.1702, -4.5499], [-0.5927, -1.0833, 5.7243], [-0.6678, 0.1701, 6.1687], [-0.4816, 0.9945, 5.0927], [-0.2813, 0.2608, 3.9293], [-0.3685, -0.9615, 4.3993], [-0.2074, -1.9185, 3.4671], [-0.0070, -1.5043, 2.2100], [0.0887, -2.6775, 1.5431], [-0.0587, -3.7407, 2.4262], [-0.2473, -3.2400, 3.6483], [-0.6941, -1.9500, 6.2958], [-0.8539, 0.4735, 7.1932], [-0.5376, 2.0728, 5.2066], [0.2638, -2.7901, 0.4921], [-0.0320, -4.7970, 2.2042], [-0.3989, -3.7553, 4.5471]],
  "forces_ev_per_a": [[0.6, 1.1, -0.2], [-0.4, 2.9, -0.4], [-0.3, 1.9, -0.5], [0.0, -0.1, -0.1], [-0.6, 1.5, 0.5], [0.3, 1.8, 0.4], [0.2, 0.2, -0.4], [0.1, 0.1, 0.0], [0.0, 0.1, 0.1], [-0.1, 0.1, -0.2], [0.6, -5.1, -2.5], [0.0, 0.0, 0.0], [0.0, 0.0, 0.1], [0.0, 0.1, 0.0], [0.0, 0.0, 0.0], [0.0, -0.6, -0.6], [0.0, 0.0, 0.1], [0.1, -0.1, 0.0], [0.0, 0.1, 0.0], [0.0, 0.0, 0.0], [0.0, 0.0, 0.0], [-0.1, 0.0, 0.0], [0.0, 0.0, 0.0], [0.1, 0.0, 0.0], [0.0, 0.0, 0.0], [0.0, 0.1, 0.1], [0.0, 0.0, 0.0], [0.1, 0.2, 0.2], [0.0, -0.1, 0.0], [0.1, 0.0, 0.0], [-0.1, 0.0, -0.1], [0.0, 0.0, 0.0], [0.1, 0.0, 0.1], [0.0, 0.0, 0.0], [-0.1, 0.0, -0.1], [0.0, 0.0, 0.0], [0.0, -0.1, -0.1], [0.0, -0.1, 0.0], [0.1, 0.2, 0.1], [0.0, -0.1, -0.1], [-0.1, -2.4, 0.4], [-0.2, 2.6, 1.0], [-0.3, 0.2, 0.8], [-0.8, -0.4, 4.3], [-0.1, 1.9, 1.2], [0.3, -0.9, -2.1], [-0.2, -3.7, 1.9], [0.0, -1.8, 0.4], [0.4, -1.2, -2.9], [-0.3, -0.3, 1.7], [0.2, 1.3, -1.0], [0.0, -0.4, -0.2], [0.1, -0.3, -0.5], [0.0, 0.3, -0.2], [0.0, 0.1, 0.1], [0.3, 0.8, -1.6]],
  "lowdin_charge": [-0.214, -0.289, -0.238, 0.090, -0.244, -0.262, 0.079, 0.097, 0.083, 0.091, 1.055, -0.042, 0.014, 0.018, -0.009, 0.640, -0.351, -0.120, 0.084, -0.093, 0.099, -0.102, 0.096, -0.098, 0.097, -0.123, 0.075, -0.331, -0.102, 0.093, -0.093, 0.098, -0.100, 0.096, -0.097, 0.099, -0.150, 0.088, -0.044, 0.011, 0.120, -0.107, -0.132, 0.061, -0.315, -0.316, 0.007, -0.137, -0.097, 0.125, 0.186, 0.120, 0.116, 0.061, 0.113, 0.193],
  "de_lowest_ev": 2.380,
  "e_lumo_ev": -0.26,
  "homo_ev": -5.91
}



{
  "formula": "C3H6BrO2S",
  "method": "ωB97M-V/def2-TZVPD",
  "species": ["C", "C", "C", "O", "O", "S", "Br", "H", "H", "H", "H", "H", "H"],
  "positions_angstrom": [[1.2735, 0.6264, -1.0189], [0.6264, 0.0433, 0.2681], [-0.7735, 0.3673, 0.5932], [-2.2628, -1.1796, -1.2355], [-1.2706, -2.4049, 0.7359], [-2.0696, -1.2810, 0.2070], [-1.0377, 0.8352, 2.5865], [0.7918, 0.4438, -1.9991], [2.3529, 0.2563, -1.0182], [1.4278, 1.6203, -0.7097], [0.8510, -1.0339, 0.5161], [1.3146, 0.5472, 1.0228], [-1.2238, 1.1595, 0.0519]],
  "forces_ev_per_a": [[1.0, -2.1, 0.5], [2.5, -0.2, 1.6], [-1.2, -1.7, 0.6], [0.7, -0.2, -1.3], [0.5, 0.0, -0.7], [-0.5, 1.2, 2.5], [0.2, -0.2, -1.2], [0.2, 0.3, 0.7], [-1.3, 0.0, -0.4], [-0.3, 1.8, -0.7], [-0.5, 0.6, -0.8], [-0.9, -0.5, -0.4], [-0.3, 0.9, -0.3]],
  "lowdin_charge": [-0.117, -0.413, -0.720, -0.570, -0.571, 0.584, 0.413, 0.075, 0.080, 0.034, 0.101, 0.085, 0.018],
  "de_lowest_ev": 0.187,
  "charge": -1,
  "e_lumo_ev": 3.38,
  "homo_ev": -3.27
}



{
  "formula": "C23H32N4O2",
  "method": "ωB97M-V/def2-TZVPD",
  "species": ["C", "O", "C", "C", "C", "C", "N", "C", "C", "N", "C", "C", "N", "C", "O", "C", "C", "C", "C", "C", "C", "C", "C", "N", "C", "C", "C", "C", "C", "H", "H", "H", "H", "H", "H", "H", "H", "H", "H", "H", "H", "H", "H", "H", "H", "H", "H", "H", "H", "H", "H", "H", "H", "H", "H", "H", "H", "H", "H", "H", "H"],
  "positions_angstrom": [[-8.9516, -0.6143, 0.0357], [-7.8892, -1.0039, -0.7962], [-6.6375, -0.5266, -0.5144], [-6.3193, 0.3145, 0.5447], [-5.0165, 0.7380, 0.7293], [-3.9862, 0.3326, -0.1189], [-2.6968, 0.8323, 0.0787], [-1.7085, 0.6761, -0.9659], [-0.6153, 1.7418, -0.7762], [-0.0074, 1.7492, 0.5345], [1.2083, 0.9976, 0.7620], [1.1447, -0.5352, 0.5422], [2.4394, -1.1315, 0.7639], [3.1493, -1.7249, -0.2236], [2.6775, -1.9207, -1.3249], [4.5804, -2.1188, 0.1615], [4.5739, -3.0344, 1.3899], [5.2091, -2.8586, -1.0201], [5.3790, -0.8403, 0.4452], [2.3255, 1.6271, -0.0454], [2.6689, 1.2345, -1.3345], [3.7016, 1.8905, -1.9868], [4.3563, 2.9182, -1.3284], [4.0390, 3.3041, -0.1039], [3.0533, 2.6772, 0.5089], [-1.0161, 1.7644, 1.5683], [-2.0963, 0.6899, 1.3891], [-4.3189, -0.5151, -1.1784], [-5.6189, -0.9306, -1.3735], [-9.0991, 0.4710, 0.0212], [-8.7982, -0.9449, 1.0688], [-9.8377, -1.1017, -0.3684], [-7.0774, 0.6591, 1.2307], [-4.8042, 1.4135, 1.5444], [-2.1842, 0.8476, -1.9327], [-1.2676, -0.3340, -0.9619], [0.1568, 1.6222, -1.5353], [-1.0825, 2.7244, -0.9149], [1.4553, 1.1564, 1.8220], [0.4165, -0.9738, 1.2330], [0.8590, -0.7839, -0.4803], [2.8826, -0.9390, 1.6470], [4.2182, -2.5214, 2.2810], [3.9381, -3.8992, 1.2138], [5.5841, -3.3869, 1.5883], [4.6462, -3.7617, -1.2408], [5.1936, -2.2299, -1.9062], [6.2381, -3.1285, -0.7950], [4.9876, -0.2970, 1.3033], [6.4175, -1.0922, 0.6496], [5.3499, -0.1756, -0.4159], [2.1699, 0.4142, -1.8274], [3.9913, 1.6009, -2.9851], [5.1727, 3.4562, -1.7921], [2.8297, 3.0305, 1.5082], [-0.5419, 1.6587, 2.5458], [-1.5063, 2.7444, 1.5243], [-2.8559, 0.8069, 2.1610], [-1.6520, -0.3149, 1.5007], [-3.5588, -0.8685, -1.8570], [-5.8688, -1.5861, -2.1929]],
  "forces_ev_per_a": [[-0.2, 0.1, 0.1], [0.3, 0.0, -0.2], [0.1, -0.1, -0.1], [-0.3, -0.1, 0.0], [0.2, -0.1, -0.1], [-0.4, -0.1, 0.0], [0.3, 0.3, 0.0], [0.1, 0.2, 0.0], [-0.1, -0.1, -0.2], [-0.1, -0.1, 0.2], [0.1, -0.1, -0.1], [-0.1, 0.2, 0.1], [-0.2, 0.1, 0.4], [0.3, -0.2, 0.4], [-0.1, -0.1, -0.5], [0.2, -0.1, -0.2], [-0.1, 0.1, -0.1], [-0.2, 0.1, 0.1], [-0.1, -0.1, 0.0], [0.2, 0.0, 0.0], [0.1, 0.1, 0.1], [0.0, 0.0, 0.0], [0.1, -0.1, -0.3], [0.3, 0.4, 0.3], [-0.2, -0.2, 0.0], [-0.2, -0.1, 0.1], [0.1, 0.2, 0.2], [0.1, 0.1, 0.1], [-0.4, 0.0, 0.1], [0.0, 0.0, 0.0], [0.0, 0.0, 0.0], [0.0, 0.1, 0.1], [-0.1, 0.0, 0.0], [0.0, 0.1, 0.0], [0.0, -0.1, 0.0], [0.0, 0.0, -0.1], [0.0, 0.0, 0.0], [0.0, -0.1, -0.1], [0.0, 0.0, -0.1], [0.0, 0.1, -0.2], [-0.1, 0.0, 0.1], [0.1, -0.1, -0.1], [0.0, 0.0, 0.1], [-0.1, -0.1, 0.0], [0.1, 0.0, 0.0], [0.0, -0.1, -0.1], [0.0, 0.0, -0.1], [0.1, 0.0, 0.1], [0.0, 0.1, 0.1], [0.1, 0.0, 0.0], [0.0, 0.1, -0.1], [-0.1, -0.1, 0.0], [0.0, 0.0, -0.1], [0.1, 0.0, -0.1], [-0.1, 0.0, 0.1], [0.0, 0.0, 0.0], [-0.1, -0.1, 0.1], [0.0, 0.0, 0.0], [-0.1, 0.0, 0.0], [0.1, 0.0, -0.1], [0.0, -0.1, -0.1]],
  "lowdin_charge": [-0.100, -0.093, -0.284, -0.024, -0.021, -0.237, -0.111, -0.153, -0.137, -0.124, -0.255, -0.114, 0.086, -0.466, 0.065, -0.522, -0.040, -0.048, -0.031, -0.159, -0.036, -0.052, -0.157, 0.064, -0.098, -0.151, -0.145, -0.019, -0.005, 0.094, 0.094, 0.091, 0.102, 0.108, 0.125, 0.120, 0.113, 0.131, 0.142, 0.117, 0.109, 0.133, 0.074, 0.092, 0.087, 0.088, 0.086, 0.085, 0.078, 0.088, 0.083, 0.107, 0.105, 0.102, 0.116, 0.122, 0.126, 0.112, 0.117, 0.102, 0.118],
  "de_lowest_ev": 2.620,
  "e_lumo_ev": 0.59,
  "smiles": "COc1ccc(N2CCN([C@@H](CNC(=O)C(C)(C)C)c3cccnc3)CC2)cc1",
  "homo_ev": -7.47
}